(A)
ORCA calculation (the ωB97M-V functional and the def2-TZVPD basis) on 3 unconnected molecules or ions with the total composition C4H8N2.

Results
LUMO   1.0 eV
Structure (SMILES)   C#C.C=N.C=N
Kohn-Sham gap   10.72 eV

Element x y z (Å)
C (-0.090, 1.240, -1.459)
N (-0.955, 1.606, -0.614)
C (1.494, -0.510, 0.367)
N (1.977, -1.045, -0.661)
H (-0.974, 2.607, -0.401)
H (-1.487, 0.347, 0.457)
H (2.997, -1.007, -0.725)
H (0.582, 1.906, -2.003)
H (-0.103, 0.206, -1.784)
H (2.069, -0.102, 1.207)
C (-1.689, -0.596, 1.113)
C (-2.009, -1.580, 1.722)
H (-2.207, -2.482, 2.228)
H (0.395, -0.592, 0.552)

=====

(B)
ORCA calculation (the ωB97M-V functional and the def2-TZVPD basis) on a molecular structure, C4H8N2.

Results
LUMO (alpha / beta)   -0.5 / -0.4 eV
Kohn-Sham gap (alpha / beta)   8.05 / 8.75 eV

Element x y z (Å)
C (-1.194, -0.054, 0.507)
C (1.320, 0.580, 0.928)
C (0.164, 0.394, -0.024)
C (-0.260, -1.191, -1.028)
N (-1.514, -0.685, -0.826)
N (0.015, 1.389, -0.974)
H (-0.483, 1.038, -1.791)
H (-1.860, 0.767, 0.766)
H (-1.163, -0.811, 1.302)
H (1.390, -0.256, 1.627)
H (2.255, 0.680, 0.374)
H (1.168, 1.494, 1.507)
H (0.040, -1.413, -2.059)
H (0.123, -1.932, -0.309)

=====

(C)
ORCA calculation (the ωB97M-V functional and the def2-TZVPD basis) on a single C4H8N2 molecule.

Results
LUMO   0.8 eV
Structure (SMILES)   CCNCC#N
Kohn-Sham gap   10.53 eV

Element x y z (Å)
C (-1.005, 1.822, -0.237)
C (-0.789, 0.330, -0.073)
N (0.547, -0.031, -0.497)
C (0.878, -1.398, -0.263)
C (1.009, -1.839, 1.158)
N (1.677, -2.207, 2.028)
H (-0.780, 2.126, -1.264)
H (-0.357, 2.389, 0.441)
H (-2.040, 2.088, -0.011)
H (-0.997, 0.015, 0.967)
H (-1.483, -0.229, -0.714)
H (1.255, 0.595, -0.120)
H (1.887, -1.585, -0.631)
H (0.197, -2.076, -0.785)

=====

(D)
ORCA calculation (the ωB97M-V functional and the def2-TZVPD basis) on 2 unconnected molecules or ions with the total composition C4H8N2.

Results
LUMO   1.0 eV
Structure (SMILES)   C=C=N.C=NC
Kohn-Sham gap   9.74 eV

Element x y z (Å)
C (-1.425, 1.450, 1.282)
N (-0.973, 0.710, 0.363)
C (-1.275, -0.709, 0.412)
C (2.050, -1.142, -1.499)
C (1.921, 0.059, -0.984)
N (1.840, 1.188, -0.515)
H (-1.186, 2.514, 1.269)
H (0.869, 1.394, -0.242)
H (-2.039, 1.077, 2.113)
H (-0.360, -1.249, 0.681)
H (-1.567, -1.054, -0.584)
H (-2.067, -0.959, 1.134)
H (1.934, -1.289, -2.566)
H (2.280, -1.990, -0.864)

=====

Q: Which of them is the least stable? A: (B).

=====

(A)
ORCA calculation (the ωB97M-V functional and the def2-TZVPD basis) on a single C4H8N2 molecule.

Results
LUMO (alpha / beta)   -0.1 / -0.1 eV
Kohn-Sham gap (alpha / beta)   6.98 / 6.98 eV

Element x y z (Å)
C (1.347, -1.181, 0.047)
C (-0.832, -0.082, -0.237)
N (-1.625, 1.101, -0.090)
C (-1.201, -1.357, -0.499)
C (0.989, 1.202, 0.593)
N (0.502, 0.112, 0.086)
H (-2.595, 0.897, -0.291)
H (-1.314, 1.862, -0.686)
H (-2.281, -1.481, -0.669)
H (0.368, 2.065, 0.758)
H (2.016, 1.219, 0.917)
H (2.341, -0.865, -0.276)
H (0.879, -1.846, -0.686)
H (1.405, -1.644, 1.034)

=====

(B)
ORCA calculation (the ωB97M-V functional and the def2-TZVPD basis) on a single C4H8N2 molecule.

Results
LUMO (alpha / beta)   -0.5 / -0.5 eV
Kohn-Sham gap (alpha / beta)   7.15 / 7.15 eV

Element x y z (Å)
C (0.678, 0.581, 2.276)
C (-1.175, -1.119, -1.491)
C (0.684, 0.438, -0.066)
C (-0.242, 0.049, -1.599)
N (-0.199, 1.177, -0.905)
N (0.032, 0.225, 1.043)
H (1.754, 0.671, -0.125)
H (0.230, 0.170, -2.577)
H (0.322, 1.568, 2.588)
H (1.775, 0.610, 2.204)
H (0.367, -0.126, 3.046)
H (-1.873, -1.129, -2.328)
H (-0.608, -2.051, -1.501)
H (-1.744, -1.067, -0.564)

=====

Q: Which of them is the least stable? A: (B).

=====

(A)
ORCA calculation (the ωB97M-V functional and the def2-TZVPD basis) on a single C4H8N2 molecule.

Results
LUMO   1.2 eV
Structure (SMILES)   C=NN1C[C@@H]1C
Kohn-Sham gap   10.49 eV

Element x y z (Å)
C (2.088, -0.528, -0.165)
C (0.655, -0.266, 0.275)
C (0.060, 1.004, 0.036)
C (-2.558, -0.193, -0.120)
H (2.502, 0.300, -0.988)
H (2.819, -0.495, 0.827)
H (1.899, -1.578, -0.591)
H (0.225, -0.792, 1.124)
H (0.590, 1.928, -0.341)
H (-0.605, 1.437, 0.709)
H (-3.536, -0.571, 0.427)
H (-2.279, 0.797, -0.501)
N (-0.412, -0.214, -0.688)
N (-1.447, -0.830, -0.003)

=====

(B)
ORCA calculation (the ωB97M-V functional and the def2-TZVPD basis) on a single C4H8N2 molecule.

Results
LUMO (alpha / beta)   0.4 / 0.4 eV
Kohn-Sham gap (alpha / beta)   8.85 / 8.61 eV

Element x y z (Å)
C (1.871, -0.284, -0.033)
N (1.155, -1.272, 0.701)
C (0.621, -0.078, -0.891)
C (-0.652, 0.645, -0.557)
C (-1.642, -0.179, 0.179)
N (-0.898, 0.890, 0.849)
H (2.707, -0.750, -0.562)
H (2.191, 0.597, 0.527)
H (0.852, -0.831, 1.591)
H (0.425, -0.532, -1.895)
H (-1.126, 1.318, -1.294)
H (-1.307, -1.180, 0.426)
H (-2.695, -0.033, -0.045)
H (-1.502, 1.688, 1.004)

=====

(C)
ORCA calculation (the ωB97M-V functional and the def2-TZVPD basis) on 2 unconnected molecules or ions with the total composition C4H8N2.

Results
LUMO (alpha / beta)   0.4 / 0.4 eV
Kohn-Sham gap (alpha / beta)   8.11 / 8.11 eV

Element x y z (Å)
C (-0.839, 1.474, -0.181)
N (-0.031, 0.334, 0.284)
C (-0.577, -0.453, 1.181)
C (1.171, 0.175, -0.330)
C (2.008, -0.874, 0.081)
N (2.661, -1.758, 0.470)
H (-1.702, 1.096, -0.731)
H (-0.235, 2.107, -0.829)
H (-1.170, 2.051, 0.684)
H (-0.030, -1.318, 1.530)
H (-0.879, -1.895, -1.128)
H (-1.562, -0.205, 1.550)
H (1.491, 0.926, -1.033)
H (-0.306, -1.661, -1.549)

=====

(D)
ORCA calculation (the ωB97M-V functional and the def2-TZVPD basis) on 2 unconnected molecules or ions with the total composition C4H8N2.

Results
LUMO (alpha / beta)   -0.4 / -0.2 eV
Kohn-Sham gap (alpha / beta)   9.16 / 8.93 eV

Element x y z (Å)
C (-1.243, -0.379, -0.127)
C (1.884, 0.536, -0.582)
C (2.318, -0.101, 0.695)
C (-2.735, -0.127, -0.030)
N (-0.659, -1.440, -0.129)
N (1.844, -0.849, -0.432)
H (-0.847, 0.732, -0.171)
H (0.955, 1.079, -0.617)
H (2.462, 1.012, -1.276)
H (3.255, -0.079, 1.096)
H (1.728, 0.131, 1.613)
H (-3.048, -0.098, -1.056)
H (-3.081, -1.025, 0.285)
H (-2.834, 0.607, 0.731)

=====

Q: Which of them is the least stable? A: (D).